Record 1
# C13H21N3O2

2 unconnected molecules or ions with the total composition C13H21N3O2 at a distorted geometry (ωB97M-V/def2-TZVPD, the OMol25 dataset).

Atoms and positions in Å:
O1 0.41 0.24 4.88
O2 -1.06 -0.83 1.45
C1 1.18 -0.25 4.06
C2 -1.07 0.34 1.80
C3 1.14 0.86 -2.15
C4 1.24 -0.24 -1.28
C5 -0.26 -1.49 -2.69
C6 0.33 0.78 -3.29
C7 0.54 -1.42 -1.55
C8 -0.38 -0.40 -3.57
N1 0.23 1.88 -4.12
N2 -2.23 1.00 1.82
N3 1.21 0.13 2.78
C9 2.15 -1.32 4.46
C10 0.63 -2.60 -0.62
C11 -1.25 -0.52 -4.80
C12 -2.46 2.38 2.24
C13 0.23 1.05 2.20
H1 1.69 1.76 -1.94
H2 1.87 -0.16 -0.40
H3 -0.80 -2.41 -2.89
H4 -0.53 1.89 -4.79
H5 0.58 2.77 -3.77
H6 -3.03 0.45 1.53
H7 1.84 -0.35 2.16
H8 2.02 -1.53 5.53
H9 3.17 -0.98 4.28
H10 1.95 -2.22 3.89
H11 -0.37 -2.92 -0.32
H12 1.13 -3.43 -1.12
H13 1.20 -2.35 0.28
H14 -0.66 -0.32 -5.70
H15 -1.67 -1.52 -4.88
H16 -2.07 0.20 -4.74
H17 -2.16 2.51 3.28
H18 -1.90 3.07 1.61
H19 -3.52 2.62 2.16
H20 0.01 1.84 2.92
H21 0.65 1.52 1.30

HOMO energy = -7.5 eV
Structure (SMILES) = CNC(=O)CNC(C)=O.Cc1ccc(N)c(C)c1
Strongest force on any atom = 1.92 eV/Å
Energy above the lowest of the compared OMol25 structures with the same formula, charge and spin = 0.0 kcal/mol
Energy = -822.751317 Ha

Atomic partial charges in e from the natural (NBO) method, atoms 1 to 8:
1. O -0.6385
2. O -0.6361
3. C 0.6766
4. C 0.6652
5. C -0.2561
6. C -0.1989
7. C -0.2130
8. C 0.1282

Record 2
# C9H14O

2 unconnected molecules or ions with the total composition C9H14O at a distorted geometry (ωB97M-V/def2-TZVPD, the OMol25 dataset).

Atoms and positions in Å:
C1 1.89 -2.65 -1.86
C2 1.29 -1.41 -2.56
H1 2.19 -2.42 -0.85
H2 1.16 -3.47 -1.80
H3 2.72 -3.02 -2.45
H4 0.83 -1.78 -3.47
H5 0.62 -0.86 -1.90
H6 2.10 -0.75 -2.84
C3 0.26 3.20 0.65
C4 -1.18 -0.29 0.20
C5 -1.57 -0.57 1.49
C6 -0.53 0.92 -0.05
C7 -0.31 1.84 0.97
C8 -1.26 0.29 2.54
C9 -0.64 1.50 2.27
O1 -2.24 -1.75 1.81
H7 -1.30 -1.06 -0.56
H8 -0.29 1.22 -1.06
H9 -1.52 -0.01 3.54
H10 -2.91 -1.88 1.12
H11 0.10 3.45 -0.39
H12 1.32 3.32 0.87
H13 -0.49 2.21 3.07
H14 -0.24 3.98 1.25

HOMO energy = -8.6 eV
Structure (SMILES) = Cc1ccc(O)cc1.CC
Strongest force on any atom = 1.29 eV/Å
Energy above the lowest of the compared OMol25 structures with the same formula, charge and spin = 6.6 kcal/mol
Energy = -426.562245 Ha

Atomic partial charges in e from the natural (NBO) method, atoms 1 to 8:
1. C -0.6016
2. C -0.6047
3. H 0.2042
4. H 0.1979
5. H 0.2009
6. H 0.2015
7. H 0.2013
8. H 0.2007

Record 3
# C39H35Cl2LuNO2P

A molecular structure, C39H35Cl2LuNO2P at a distorted geometry (ωB97M-V/def2-TZVPD, the OMol25 dataset).

Atoms and positions in Å:
Lu1 12.23 12.81 9.72
C1 14.24 13.30 8.23
C2 13.10 13.46 7.36
C3 12.55 12.17 7.15
C4 13.33 11.23 7.86
C5 14.37 11.91 8.50
H1 14.80 14.09 8.62
H2 12.76 14.40 6.95
H3 11.63 11.99 6.62
H4 13.20 10.18 7.91
H5 15.12 11.47 9.14
Cl1 9.47 19.87 11.25
C6 9.90 18.27 10.71
C7 9.23 17.71 9.61
C8 9.45 16.40 9.26
C9 10.45 15.61 9.88
O1 10.75 14.44 9.43
C10 11.19 16.24 10.92
C11 12.33 15.59 11.53
O2 12.75 14.47 11.28
C12 10.88 17.57 11.33
H6 8.51 18.32 9.09
H7 8.89 15.97 8.43
H8 12.80 16.17 12.35
H9 11.42 17.98 12.19
Cl2 9.93 12.54 12.05
C13 8.82 11.22 11.78
C14 8.25 10.65 12.91
C15 7.38 9.58 12.72
C16 7.05 9.15 11.45
C17 7.64 9.74 10.33
C18 8.54 10.78 10.49
P1 9.41 11.57 9.09
C19 8.27 12.86 8.50
C20 8.52 13.45 7.27
C21 7.65 14.37 6.75
C22 6.53 14.75 7.47
C23 6.29 14.19 8.73
C24 7.12 13.21 9.23
C25 9.28 10.26 7.84
C26 8.35 10.25 6.81
C27 8.38 9.21 5.89
C28 9.32 8.21 6.01
C29 10.21 8.20 7.09
C30 10.18 9.23 8.00
H10 8.54 10.99 13.90
H11 6.96 9.12 13.61
H12 6.38 8.32 11.31
H13 7.40 9.39 9.32
H14 9.41 13.17 6.72
H15 7.85 14.84 5.82
H16 5.87 15.52 7.10
H17 5.44 14.50 9.33
H18 6.98 12.77 10.19
H19 7.64 11.06 6.65
H20 7.70 9.26 5.05
H21 9.37 7.46 5.22
H22 10.91 7.38 7.19
H23 10.91 9.28 8.81
C31 13.06 7.45 12.51
N1 12.40 8.27 11.52
C32 13.28 8.39 10.37
C33 11.92 9.57 12.01
C34 13.02 10.54 12.34
C35 13.81 10.30 13.47
C36 14.92 11.07 13.76
C37 15.26 12.11 12.89
C38 14.47 12.31 11.77
C39 13.31 11.60 11.49
H24 13.13 6.42 12.11
H25 12.46 7.48 13.42
H26 14.10 7.76 12.76
H27 13.44 7.40 9.95
H28 14.24 8.83 10.59
H29 12.86 9.04 9.60
H30 11.25 9.38 12.86
H31 11.35 10.00 11.18
H32 13.53 9.52 14.18
H33 15.51 10.86 14.63
H34 16.16 12.72 13.07
H35 14.76 13.15 11.15

HOMO energy = -7.8 eV
Strongest force on any atom = 1.70 eV/Å
Energy above the lowest of the compared OMol25 structures with the same formula, charge and spin = 0.0 kcal/mol
Energy = -4209.716185 Ha

Atomic partial charges in e from the Löwdin method, atoms 1 to 8:
1. Lu 1.5680
2. C -0.2105
3. C -0.1963
4. C -0.2097
5. C -0.2113
6. C -0.2126
7. H 0.0853
8. H 0.1012

Record 4
# C27H50N7O3Si4Te2V

A molecular structure, C27H50N7O3Si4Te2V at a distorted geometry (ωB97M-V/def2-TZVPD, the OMol25 dataset).

Atoms and positions in Å:
V1 -2.17 -0.48 0.47
C1 -0.53 1.73 -2.76
C2 -1.35 1.54 -1.49
O1 -1.88 0.36 -1.33
C3 -1.50 2.59 -0.57
C4 -1.15 3.94 -0.85
C5 -1.46 4.95 0.03
C6 -2.11 4.69 1.23
C7 -2.44 3.39 1.56
C8 -2.14 2.34 0.70
O2 -2.38 1.10 1.05
H1 -0.21 0.74 -3.11
H2 0.36 2.33 -2.57
H3 -1.13 2.20 -3.54
H4 -0.66 4.17 -1.78
H5 -1.19 5.97 -0.22
H6 -2.37 5.49 1.90
H7 -2.93 3.15 2.50
C9 5.88 3.36 2.29
Si1 6.19 2.28 0.70
C10 5.66 3.38 -0.81
C11 8.14 2.35 0.54
Si2 4.89 0.28 0.72
Te1 2.56 0.08 0.63
Si3 6.00 -0.81 -1.17
C12 5.39 0.07 -2.79
C13 7.93 -1.04 -1.35
C14 5.26 -2.59 -1.30
Si4 6.25 -0.85 2.37
C15 8.13 -0.41 2.71
C16 5.39 -0.66 4.10
C17 6.41 -2.78 2.14
H8 6.29 4.36 2.25
H9 6.30 2.87 3.17
H10 4.81 3.44 2.45
H11 5.87 4.44 -0.69
H12 4.60 3.25 -0.95
H13 6.16 3.05 -1.71
H14 8.50 3.38 0.51
H15 8.46 1.88 -0.38
H16 8.64 1.85 1.35
H17 5.96 0.96 -3.02
H18 4.37 0.38 -2.57
H19 5.38 -0.57 -3.66
H20 8.42 -0.09 -1.48
H21 8.19 -1.67 -2.19
H22 8.33 -1.49 -0.45
H23 4.32 -2.55 -0.77
H24 5.87 -3.36 -0.83
H25 5.06 -2.91 -2.31
H26 8.22 0.55 3.19
H27 8.66 -0.36 1.77
H28 8.61 -1.15 3.34
H29 5.61 0.30 4.55
H30 5.65 -1.43 4.82
H31 4.32 -0.70 3.93
H32 6.93 -3.00 1.22
H33 5.42 -3.21 2.08
H34 6.94 -3.27 2.95
C18 0.12 0.60 2.71
Te2 0.05 -0.18 0.54
C19 0.70 -2.29 1.25
H35 -0.28 -0.19 3.34
H36 -0.60 1.43 2.70
H37 1.07 0.97 3.13
H38 0.83 -2.31 2.34
H39 1.59 -2.71 0.77
H40 -0.16 -2.92 1.00
C20 -6.50 -0.78 1.82
C21 -5.89 -1.36 0.54
C22 -5.08 -0.30 -0.21
C23 -5.07 -2.61 0.86
N1 -3.93 -2.35 1.69
C24 -2.97 -3.25 2.05
N2 -1.91 -2.65 2.48
N3 -2.17 -1.31 2.34
N4 -3.38 -1.12 1.90
H41 -7.19 0.03 1.59
H42 -5.72 -0.37 2.48
H43 -7.04 -1.55 2.38
H44 -6.71 -1.70 -0.11
H45 -4.49 0.30 0.48
H46 -5.75 0.40 -0.72
H47 -4.45 -0.76 -0.97
H48 -4.71 -3.06 -0.08
H49 -5.70 -3.35 1.37
H50 -3.09 -4.31 1.96
O3 -2.14 -1.91 -0.26
N5 -2.37 -3.03 -0.94
C25 -1.42 -3.36 -1.85
C26 -0.31 -2.54 -1.95
N6 0.53 -1.75 -1.79
C27 -1.63 -4.51 -2.60
N7 -1.85 -5.48 -3.19

Charge = -1
HOMO energy (spin up / spin down) = -3.4 / -4.3 eV
Spin multiplicity = 4
Expectation value of S² = 3.853
Strongest force on any atom = 5.96 eV/Å
Energy above the lowest of the compared OMol25 structures with the same formula, charge and spin = 227.8 kcal/mol
Energy = -4305.608506 Ha

Atomic partial charges in e from the Löwdin method, atoms 1 to 8:
1. V 0.4686
2. C -0.0148
3. C -0.4404
4. O -0.2277
5. C -0.1316
6. C -0.0288
7. C -0.1084
8. C -0.1037

Record 5
# C4H13N3

A gas-phase ion, C4H13N3 (charge +2) at a distorted geometry (ωB97M-V/def2-TZVPD, the OMol25 dataset).

Atoms and positions in Å:
C1 1.52 0.55 0.64
C2 0.17 -0.03 0.85
C3 -0.45 -0.25 -0.47
C4 -1.51 0.48 -0.99
N1 -2.60 -0.41 -1.72
N2 0.26 -1.23 -1.22
N3 2.13 0.92 2.03
H1 1.68 1.41 0.10
H2 2.11 -0.28 0.24
H3 0.21 -1.04 1.36
H4 -0.30 0.52 1.65
H5 -2.04 1.47 -0.86
H6 -2.32 -1.02 -2.51
H7 -3.34 0.22 -2.06
H8 -2.97 -1.13 -1.03
H9 0.55 -0.96 -2.16
H10 0.01 -2.22 -1.19
H11 2.54 1.92 2.30
H12 1.43 0.66 2.77
H13 2.92 0.43 2.29

Charge = +2
HOMO energy = -17.4 eV
Structure (SMILES) = N/C(=C\[NH3+])CC[NH3+]
Strongest force on any atom = 3.78 eV/Å
Energy above the lowest of the compared OMol25 structures with the same formula, charge and spin = 74.5 kcal/mol
Energy = -323.774201 Ha

Atomic partial charges in e from the natural (NBO) method, atoms 1 to 8:
1. C -0.1876
2. C -0.4910
3. C 0.2080
4. C -0.0796
5. N -0.7255
6. N -0.8691
7. N -0.7050
8. H 0.2370

Record 6
# C28H48O24

8 unconnected molecules or ions with the total composition C28H48O24 at a distorted geometry (ωB97M-V/def2-TZVPD, the OMol25 dataset).

Atoms and positions in Å:
C1 -5.19 -3.08 1.13
C2 -4.53 -2.00 0.27
C3 -3.37 -2.46 -0.49
O1 -3.59 -1.96 -1.75
C4 -4.84 -1.51 -1.85
O2 -5.34 -1.28 -2.97
O3 -5.46 -1.71 -0.69
H1 -6.09 -2.82 1.69
H2 -4.60 -3.43 1.98
H3 -5.38 -3.89 0.43
H4 -4.35 -1.17 0.95
H5 -3.34 -3.55 -0.39
H6 -2.48 -2.05 -0.02
C5 4.00 -0.64 4.44
C6 4.97 -0.71 3.15
C7 5.60 -2.06 2.85
O4 5.05 -2.32 1.57
C8 4.25 -1.35 1.15
O5 3.75 -1.23 0.07
O6 4.23 -0.39 2.02
H7 3.12 -1.28 4.41
H8 3.70 0.40 4.52
H9 4.46 -0.89 5.39
H10 5.82 -0.08 3.41
H11 5.24 -2.88 3.47
H12 6.68 -1.99 2.77
C9 3.55 1.47 -1.47
C10 2.85 2.71 -0.95
C11 2.28 2.73 0.45
O7 2.77 3.88 1.07
C12 3.58 4.49 0.28
O8 4.17 5.53 0.61
O9 3.84 3.74 -0.77
H13 2.89 0.62 -1.65
H14 4.36 1.18 -0.80
H15 3.99 1.76 -2.42
H16 2.09 2.90 -1.70
H17 2.63 1.84 0.99
H18 1.20 2.79 0.45
C13 -3.70 4.68 -7.82
C14 -2.98 5.57 -6.72
C15 -3.65 6.82 -6.22
O10 -3.69 6.67 -4.80
C16 -3.13 5.51 -4.43
O11 -3.07 5.04 -3.24
O12 -3.04 4.74 -5.54
H19 -3.56 5.18 -8.78
H20 -4.74 4.42 -7.62
H21 -3.23 3.72 -8.05
H22 -1.96 5.84 -6.98
H23 -4.57 6.99 -6.78
H24 -2.96 7.65 -6.42
C17 0.87 -1.10 -0.09
O13 0.39 0.10 -0.64
C18 -0.84 0.52 -0.58
O14 -1.77 0.04 0.13
O15 -0.96 1.46 -1.50
C19 -2.24 1.95 -1.82
H25 1.39 -0.81 0.83
H26 1.51 -1.76 -0.67
H27 0.02 -1.67 0.28
H28 -2.94 1.14 -2.05
H29 -2.23 2.49 -2.76
H30 -2.62 2.57 -1.01
C20 -1.25 -3.46 3.12
O16 -0.15 -3.27 4.00
C21 0.79 -4.25 4.03
O17 0.72 -5.39 3.54
O18 1.91 -3.76 4.68
C22 3.24 -4.40 4.80
H31 -1.99 -2.75 3.47
H32 -1.70 -4.45 3.07
H33 -0.85 -3.36 2.12
H34 3.99 -3.80 5.33
H35 3.71 -4.74 3.87
H36 3.17 -5.33 5.36
C23 2.71 -4.29 -1.01
O19 3.72 -4.95 -0.25
C24 3.37 -5.59 0.88
O20 2.29 -6.07 1.12
O21 4.47 -5.91 1.61
C25 5.81 -5.88 1.06
H37 3.03 -3.34 -1.42
H38 1.86 -4.04 -0.37
H39 2.39 -4.74 -1.95
H40 5.99 -6.37 0.10
H41 6.58 -6.31 1.70
H42 6.08 -4.84 0.89
C26 -5.53 5.18 -0.11
O22 -4.27 4.66 0.26
C27 -4.13 3.56 1.02
O23 -5.03 2.94 1.52
O24 -2.82 3.36 1.14
C28 -2.43 2.36 1.99
H43 -5.47 6.25 0.10
H44 -6.33 4.66 0.42
H45 -5.74 5.05 -1.17
H46 -1.39 2.06 1.87
H47 -3.02 1.44 1.91
H48 -2.56 2.71 3.01

HOMO energy = -10.2 eV
Structure (SMILES) = C[C@H]1COC(=O)O1.C[C@H]1COC(=O)O1.C[C@H]1COC(=O)O1.C[C@H]1COC(=O)O1.COC(=O)OC.COC(=O)OC.COC(=O)OC.COC(=O)OC
Strongest force on any atom = 5.91 eV/Å
Energy above the lowest of the compared OMol25 structures with the same formula, charge and spin = 84.6 kcal/mol
Energy = -2901.386151 Ha

Atomic partial charges in e from the Löwdin method, atoms 1 to 8:
1. C -0.0111
2. C -0.3761
3. C -0.1480
4. O 0.1028
5. C -0.5098
6. O 0.1009
7. O 0.1194
8. H 0.0893